{"formula": "C38H51FN6O12P", "method": "the ωB97M-V functional and the def2-TZVPD basis", "max_force_ev_per_a": 2.30, "energy_ev": -85742.85995, "total_charge": 1, "molar_mass_g_mol": 833.83, "spin_multiplicity": 1, "symbols": ["C", "P", "C", "C", "N", "C", "N", "C", "C", "C", "N", "C", "C", "N", "C", "C", "C", "C", "C", "N", "N", "F", "H", "H", "H", "H", "H", "H", "H", "H", "H", "H", "H", "H", "H", "H", "H", "O", "C", "O", "C", "C", "C", "H", "H", "H", "H", "H", "H", "O", "C", "O", "C", "C", "C", "H", "H", "H", "H", "H", "H", "O", "C", "O", "C", "C", "C", "H", "H", "H", "H", "H", "H", "O", "C", "O", "C", "C", "C", "H", "H", "H", "H", "H", "H", "O", "C", "O", "C", "C", "C", "H", "H", "H", "H", "H", "H", "O", "C", "O", "C", "C", "C", "H", "H", "H", "H", "H", "H"], "xyz": [[-1.4460, -0.5478, 2.5671], [-1.0561, 0.8699, 1.4687], [0.4507, 0.3139, 0.5780], [-0.5085, 2.1302, 2.7082], [0.6024, 2.0151, 3.4425], [0.6687, 3.1156, 4.2068], [1.6459, 3.3670, 5.0873], [2.7222, 2.4724, 5.3308], [2.9942, 2.0215, 6.6143], [4.0553, 1.1369, 6.7709], [4.8245, 0.6789, 5.7911], [4.5653, 1.1388, 4.5634], [3.5358, 2.0266, 4.3009], [-0.3744, 3.9266, 3.9798], [-0.7436, 5.1865, 4.5856], [0.1077, 6.2607, 4.4024], [-0.2485, 7.4503, 5.0301], [-1.4256, 7.4501, 5.7621], [-2.2169, 6.3105, 5.8452], [-1.8725, 5.1661, 5.2584], [-1.0952, 3.2707, 3.0185], [-2.2236, 3.7750, 2.5492], [-2.4992, -0.5143, 2.8201], [-0.8694, -0.4483, 3.4796], [-1.1832, -1.4775, 2.0802], [1.0293, 1.1414, 0.1889], [1.0252, -0.2925, 1.2740], [0.0925, -0.3539, -0.1983], [1.6011, 4.2298, 5.6031], [2.4063, 2.3507, 7.4543], [4.2706, 0.7770, 7.7664], [5.1895, 0.7807, 3.7620], [3.3658, 2.3658, 3.2910], [1.0057, 6.1744, 3.8140], [0.3694, 8.3281, 4.9552], [-1.7436, 8.3456, 6.2712], [-3.1379, 6.3342, 6.4014], [-1.2865, -0.3470, -2.0046], [-1.5613, 0.6925, -2.5355], [-0.7132, 1.3590, -3.3416], [-1.2953, 2.6192, -3.7313], [-2.7970, 2.4377, -3.5500], [-2.8559, 1.4568, -2.3824], [-0.8940, 3.3921, -3.0820], [-1.0255, 2.8407, -4.7613], [-3.3230, 3.3739, -3.3732], [-3.2226, 1.9751, -4.4414], [-2.8401, 1.9577, -1.4130], [-3.7077, 0.7845, -2.4410], [-3.4463, -2.7559, -7.4665], [-2.8426, -2.6942, -6.4345], [-3.2145, -1.8595, -5.4307], [-2.2573, -1.9279, -4.3518], [-1.5670, -3.2709, -4.5215], [-1.5944, -3.4565, -6.0348], [-1.5643, -1.0929, -4.4490], [-2.7824, -1.8458, -3.4050], [-0.5715, -3.2926, -4.0888], [-2.1582, -4.0514, -4.0494], [-0.7315, -3.0003, -6.5202], [-1.6714, -4.4999, -6.3269], [1.0286, -2.7103, 2.1035], [1.5925, -2.5774, 3.1498], [1.1480, -1.7309, 4.1137], [2.0848, -1.6978, 5.2089], [2.8665, -3.0000, 5.1103], [2.8747, -3.2460, 3.6028], [2.7221, -0.8202, 5.0866], [1.5301, -1.6061, 6.1400], [3.8554, -2.9384, 5.5591], [2.3182, -3.7993, 5.6100], [3.7128, -2.7503, 3.1102], [2.8669, -4.2999, 3.3418], [1.6302, -4.0480, -5.9685], [2.2043, -3.9716, -4.9245], [1.8182, -3.1226, -3.9385], [2.7451, -3.1741, -2.8424], [3.4420, -4.5229, -2.9727], [3.4408, -4.7325, -4.4867], [3.4397, -2.3365, -2.9408], [2.1925, -3.0663, -1.9117], [4.4313, -4.5385, -2.5198], [2.8398, -5.2967, -2.4952], [4.3102, -4.2820, -4.9674], [3.3639, -5.7775, -4.7709], [-0.2529, 3.6153, -0.9042], [0.3280, 4.5848, -0.5134], [1.6452, 4.5664, -0.1999], [2.0493, 5.8402, 0.3312], [1.0150, 6.8348, -0.1799], [-0.2416, 5.9681, -0.2570], [2.0537, 5.7700, 1.4237], [3.0581, 6.0578, -0.0086], [0.9153, 7.7136, 0.4538], [1.2906, 7.1714, -1.1791], [-0.7903, 5.9476, 0.6873], [-0.9107, 6.2599, -1.0610], [-1.5996, -7.9576, -4.3435], [-2.6926, -7.5238, -4.5503], [-2.9817, -6.2014, -4.4520], [-4.3906, -5.9808, -4.6526], [-4.8756, -7.1954, -5.4327], [-3.9472, -8.2941, -4.9155], [-4.8677, -5.8950, -3.6737], [-4.5269, -5.0475, -5.1956], [-5.9345, -7.3994, -5.2892], [-4.7037, -7.0405, -6.4983], [-4.3336, -8.7696, -4.0129], [-3.7249, -9.0501, -5.6624]], "atomic_forces_ev_per_a": [[0.2, 0.8, 0.5], [-1.6, 0.1, -1.7], [0.1, -0.1, 1.5], [0.9, -1.2, -0.1], [0.1, 0.6, 0.4], [0.4, -0.9, -0.3], [-0.2, 0.5, 0.0], [0.5, -0.6, 0.2], [0.0, 0.2, -0.5], [-0.1, 0.0, 0.3], [-0.1, 0.2, -0.2], [-0.3, 0.0, 0.6], [-0.1, 0.2, -0.4], [-0.2, 0.8, 0.2], [0.1, -0.4, -0.4], [-0.1, 0.2, 0.2], [-0.3, -0.6, 0.1], [0.0, 0.4, 0.1], [0.4, 0.1, -0.2], [-0.1, 0.1, 0.1], [0.0, -0.4, -0.2], [-0.1, 0.3, 0.1], [-0.2, -0.1, -0.1], [0.2, -0.3, 0.2], [0.1, -0.1, -0.2], [0.0, 0.1, -0.3], [0.4, 0.0, 0.0], [-0.1, 0.2, -0.3], [0.0, 0.0, 0.2], [-0.1, 0.0, 0.2], [0.1, -0.1, 0.1], [0.2, -0.1, -0.1], [0.0, 0.0, -0.1], [0.1, -0.1, -0.1], [0.1, 0.1, 0.0], [-0.1, 0.1, 0.1], [-0.2, -0.1, 0.1], [0.3, -0.1, 0.0], [-0.2, 0.1, 0.5], [0.0, -0.1, 0.0], [-0.2, 0.2, -0.2], [-0.1, 0.0, 0.0], [-0.1, 0.2, -0.5], [0.0, 0.0, 0.1], [0.2, -0.2, 0.0], [0.1, 0.0, 0.0], [0.0, 0.0, 0.0], [0.0, -0.1, 0.0], [0.0, -0.1, 0.2], [-0.2, 0.0, 0.1], [0.2, -0.1, -0.2], [0.0, 0.0, 0.1], [0.0, -0.2, 0.0], [0.1, 0.0, 0.0], [-0.3, 0.0, 0.4], [0.0, 0.0, -0.1], [-0.1, 0.1, -0.1], [0.0, 0.1, 0.0], [0.0, 0.0, 0.0], [0.0, -0.1, -0.1], [0.1, 0.0, -0.2], [-0.2, 0.1, 0.0], [0.2, 0.0, -0.1], [0.1, -0.1, 0.0], [0.1, 0.0, 0.2], [0.1, -0.1, -0.1], [-0.2, 0.0, 0.4], [0.0, 0.0, 0.0], [-0.1, 0.0, -0.1], [0.0, 0.1, 0.0], [0.0, 0.0, 0.0], [0.0, 0.0, -0.1], [0.1, 0.0, -0.2], [-0.1, 0.1, 0.0], [0.2, -0.1, -0.2], [0.0, 0.0, 0.0], [0.1, 0.0, 0.1], [0.1, -0.1, -0.1], [-0.1, 0.0, 0.5], [0.0, 0.0, 0.0], [-0.1, 0.0, -0.1], [0.0, 0.1, 0.0], [0.0, 0.0, 0.0], [0.0, 0.0, -0.1], [0.0, 0.0, -0.2], [0.1, -0.1, 0.2], [-0.2, 0.0, 0.1], [0.0, 0.0, 0.1], [0.0, 0.2, 0.0], [-0.1, 0.0, 0.0], [0.4, 0.2, -0.2], [0.0, 0.0, 0.0], [0.0, -0.1, 0.0], [0.0, 0.0, 0.0], [0.0, 0.0, 0.0], [-0.1, 0.0, 0.0], [-0.2, -0.1, 0.1], [0.1, 0.1, 0.0], [0.0, -0.2, 0.1], [-0.1, 0.0, 0.0], [-0.1, 0.0, -0.1], [0.0, -0.1, 0.0], [-0.2, 0.3, -0.3], [0.0, 0.0, 0.0], [0.1, 0.0, 0.0], [0.0, 0.0, 0.1], [0.0, 0.0, 0.0], [0.0, -0.1, 0.0], [0.1, -0.1, 0.1]], "mulliken_charge": [-1.096, 0.218, -0.982, -0.161, -0.220, 0.214, 0.046, 0.332, -0.470, -0.408, -0.554, -0.635, -0.034, 0.489, 0.210, 0.167, -0.778, -0.279, -0.581, -0.481, 0.431, -0.248, 0.391, 0.214, 0.372, 0.450, 0.220, 0.297, 0.288, 0.441, 0.369, 0.386, 0.443, 0.481, 0.461, 0.407, 0.441, -0.641, 0.704, -0.335, -0.002, -0.657, -0.366, -0.180, 0.401, 0.380, 0.288, 0.075, 0.434, -0.627, 0.337, -0.429, -0.238, 0.456, -0.225, -0.020, 0.431, -0.158, 0.012, 0.275, 0.289, -0.528, 0.453, -0.291, 0.276, -0.650, -0.519, -0.361, 0.407, 0.358, 0.314, 0.252, 0.362, -0.554, 0.495, -0.302, -0.340, -0.567, -0.502, 0.241, 0.292, 0.346, 0.282, 0.270, 0.324, -0.640, 0.619, -0.365, -0.165, -0.558, -0.316, -0.039, 0.344, 0.335, 0.292, 0.115, 0.355, -0.597, 0.396, -0.295, -0.283, -0.624, -0.376, 0.251, 0.269, 0.353, 0.278, 0.252, 0.300]}